Below is a 5-piece molecular cluster, C67H36F17O14P overall at a distorted geometry, with properties calculated with ωB97M-V with the def2-TZVPD basis set.

Properties
HOMO energy ... -9.442 eV

Last columns: bonded neighbours and bond lengths (Å).
CARTESIAN COORDINATES (ANGSTROEM)
1 O -5.2434 0.5712 6.2913  C2 1.360
2 C -3.9112 0.3585 6.1170  O1 1.360, O3 1.502, O35 1.501
3 O -2.8339 0.6894 7.1105  C2 1.502, C4 1.484
4 C -1.6331 0.2441 6.3614  O3 1.484, C5 1.674, H36 1.194, H37 1.168
5 C -2.0019 -0.8010 5.1064  C4 1.674, C6 1.622, P31 1.916, O35 1.468
6 C -1.6985 -2.2639 5.7373  C5 1.622, F7 1.510, F8 1.515, C9 1.625
7 F -0.2336 -2.5854 5.5608  C6 1.510
8 F -1.8344 -2.1123 7.2389  C6 1.515
9 C -2.7097 -3.4817 5.3694  C6 1.625, F10 1.500, F11 1.515, C12 1.624
10 F -4.0867 -3.0421 5.7692  C9 1.500
11 F -2.3873 -4.5805 6.3614  C9 1.515
12 C -2.5945 -4.1593 3.8984  C9 1.624, F13 1.513, F14 1.514, C15 1.649
13 F -2.4566 -5.6535 4.0905  C12 1.513
14 F -1.3201 -3.8195 3.1539  C12 1.514
15 C -3.7841 -3.7576 2.8292  C12 1.649, F16 1.483, F17 1.513, C18 1.631
16 F -3.7094 -2.2834 2.6838  C15 1.483
17 F -3.3130 -4.3113 1.5028  C15 1.513
18 C -5.2653 -4.3704 3.1322  C15 1.631, F19 1.511, F20 1.514, C21 1.648
19 F -5.3238 -5.2682 4.3459  C18 1.511
20 F -5.5651 -5.3153 1.9882  C18 1.514
21 C -6.4897 -3.2678 3.0855  C18 1.648, F22 1.511, F23 1.513, C24 1.623
22 F -6.2955 -2.1335 4.0649  C21 1.511
23 F -6.4341 -2.6317 1.7135  C21 1.513
24 C -7.9984 -3.8535 3.2099  C21 1.623, F25 1.466, F26 1.504, C27 1.667
25 F -8.1921 -5.1078 3.9445  C24 1.466
26 F -8.5014 -4.0783 1.8104  C24 1.504
27 C -9.0417 -2.7341 3.8704  C24 1.667, F28 1.482, F29 1.511, F30 1.485
28 F -9.0040 -1.4169 3.1915  C27 1.482
29 F -10.4287 -3.2798 3.6243  C27 1.511
30 F -8.8784 -2.6795 5.3452  C27 1.485
31 P -0.9035 -0.0560 3.7244  C5 1.916, O32 1.612, O33 1.741, O34 1.779
32 O 0.5761 0.2026 4.3106  P31 1.612
33 O -0.7614 -1.0303 2.2886  P31 1.741, H38 1.009
34 O -1.4823 1.5240 3.1483  P31 1.779, H39 1.004
35 O -3.3658 -0.3046 4.8856  C2 1.501, C5 1.468
36 H -1.4041 1.2308 5.7299  C4 1.194
37 H -0.6169 0.1042 6.9194  C4 1.168
38 H -1.3530 -0.6774 1.5514  O33 1.009
39 H -2.4091 1.6923 3.4948  O34 1.004
40 C 2.9800 1.6819 4.1554  C41 1.395, C45 1.396, H56 1.088
41 C 4.3331 2.0162 4.1071  C40 1.395, C42 1.396, H57 1.088
42 C 4.7530 3.2869 4.5037  C41 1.396, C43 1.400, H58 1.089
43 C 3.8150 4.2311 4.9388  C42 1.400, C44 1.394, C54 1.476
44 C 2.4596 3.9048 4.9637  C43 1.394, C45 1.401, C46 1.477
45 C 2.0421 2.6231 4.5820  C40 1.396, C44 1.401, H59 1.089
46 C 1.4566 4.9088 5.3735  C44 1.477, O47 1.225, C48 1.477
47 O 0.2661 4.6218 5.3991  C46 1.225
48 C 1.9078 6.2651 5.7434  C46 1.477, C49 1.401, C53 1.394
49 C 0.9628 7.2437 6.0783  C48 1.401, C50 1.397, H60 1.089
50 C 1.3818 8.5252 6.4422  C49 1.397, C51 1.395, H61 1.088
51 C 2.7421 8.8298 6.4819  C50 1.395, C52 1.396, H62 1.088
52 C 3.6855 7.8585 6.1435  C51 1.396, C53 1.401, H63 1.089
53 C 3.2665 6.5763 5.7640  C48 1.394, C52 1.401, C54 1.476
54 C 4.2702 5.5667 5.3733  C43 1.476, C53 1.476, O55 1.226
55 O 5.4658 5.8349 5.4035  C54 1.226
56 H 2.6538 0.6885 3.8550  C40 1.088
57 H 5.0627 1.2867 3.7624  C41 1.088
58 H 5.8115 3.5392 4.4682  C42 1.089
59 H 0.9870 2.3568 4.6119  C45 1.089
60 H -0.1011 7.0132 6.0529  C49 1.089
61 H 0.6461 9.2851 6.6968  C50 1.088
62 H 3.0691 9.8258 6.7724  C51 1.088
63 H 4.7456 8.1050 6.1720  C52 1.089
64 C -5.8285 -2.1674 -2.9105  C65 1.395, C69 1.396, H80 1.088
65 C -5.2039 -2.2216 -1.6648  C64 1.395, C66 1.396, H81 1.088
66 C -4.2089 -1.2975 -1.3417  C65 1.396, C67 1.400, H82 1.089
67 C -3.8284 -0.3230 -2.2723  C66 1.400, C68 1.394, C78 1.476
68 C -4.4358 -0.2843 -3.5268  C67 1.394, C69 1.401, C70 1.477
69 C -5.4465 -1.2015 -3.8426  C64 1.396, C68 1.401, H83 1.089
70 C -4.0078 0.7078 -4.5342  C68 1.477, O71 1.225, C72 1.477
71 O -4.5432 0.7448 -5.6351  C70 1.225
72 C -2.9200 1.6482 -4.1988  C70 1.477, C73 1.401, C77 1.394
73 C -2.4648 2.5556 -5.1643  C72 1.401, C74 1.397, H84 1.089
74 C -1.4455 3.4575 -4.8512  C73 1.397, C75 1.395, H85 1.088
75 C -0.8858 3.4622 -3.5738  C74 1.395, C76 1.396, H86 1.088
76 C -1.3335 2.5555 -2.6118  C75 1.396, C77 1.401, H87 1.089
77 C -2.3460 1.6402 -2.9284  C72 1.394, C76 1.401, C78 1.476
78 C -2.7876 0.6615 -1.9153  C67 1.476, C77 1.476, O79 1.226
79 O -2.2930 0.6619 -0.7939  C78 1.226
80 H -6.6104 -2.8817 -3.1589  C64 1.088
81 H -5.4928 -2.9824 -0.9431  C65 1.088
82 H -3.7293 -1.3426 -0.3654  C66 1.089
83 H -5.9347 -1.1687 -4.8151  C69 1.089
84 H -2.8987 2.5607 -6.1630  C73 1.089
85 H -1.0900 4.1578 -5.6040  C74 1.088
86 H -0.0968 4.1694 -3.3274  C75 1.088
87 H -0.8884 2.5618 -1.6182  C76 1.089
88 C 0.3055 -1.1502 -1.6530  C89 1.395, C93 1.396, H104 1.088
89 C 0.7987 -0.7962 -0.3974  C88 1.395, C90 1.396, H105 1.088
90 C 1.9931 -1.3505 0.0654  C89 1.396, C91 1.400, H106 1.089
91 C 2.6911 -2.2716 -0.7251  C90 1.400, C92 1.394, C102 1.476
92 C 2.1853 -2.6441 -1.9699  C91 1.394, C93 1.401, C94 1.477
93 C 0.9955 -2.0733 -2.4401  C88 1.396, C92 1.401, H107 1.089
94 C 2.8872 -3.6520 -2.7907  C92 1.477, O95 1.225, C96 1.477
95 O 2.4454 -3.9771 -3.8858  C94 1.225
96 C 4.1234 -4.2682 -2.2691  C94 1.477, C97 1.401, C101 1.394
97 C 4.7674 -5.2670 -3.0111  C96 1.401, C98 1.397, H108 1.089
98 C 5.9444 -5.8456 -2.5314  C97 1.397, C99 1.395, H109 1.088
99 C 6.4854 -5.4232 -1.3174  C98 1.395, C100 1.396, H110 1.088
100 C 5.8429 -4.4324 -0.5735  C99 1.396, C101 1.401, H111 1.089
101 C 4.6541 -3.8609 -1.0461  C96 1.394, C100 1.401, C102 1.476
102 C 3.9630 -2.8392 -0.2350  C91 1.476, C101 1.476, O103 1.226
103 O 4.4353 -2.4707 0.8343  C102 1.226
104 H -0.6206 -0.7113 -2.0176  C88 1.088
105 H 0.2543 -0.0863 0.2214  C89 1.088
106 H 2.3748 -1.0654 1.0444  C90 1.089
107 H 0.6016 -2.3491 -3.4168  C93 1.089
108 H 4.3534 -5.6003 -3.9614  C97 1.089
109 H 6.4400 -6.6247 -3.1066  C98 1.088
110 H 7.4061 -5.8687 -0.9469  C99 1.088
111 H 6.2685 -4.1112 0.3758  C100 1.089
112 C 4.0603 -0.2846 -3.9183  C113 1.395, C117 1.396, H128 1.088
113 C 2.8926 0.4650 -3.7784  C112 1.395, C114 1.396, H129 1.088
114 C 2.3176 1.0766 -4.8936  C113 1.396, C115 1.400, H130 1.089
115 C 2.9191 0.9485 -6.1514  C114 1.400, C116 1.394, C126 1.476
116 C 4.1000 0.2195 -6.2869  C115 1.394, C117 1.401, C118 1.477
117 C 4.6658 -0.4084 -5.1696  C112 1.396, C116 1.401, H131 1.089
118 C 4.7699 0.1189 -7.5995  C116 1.477, O119 1.225, C120 1.477
119 O 5.8054 -0.5242 -7.7200  C118 1.225
120 C 4.1792 0.8114 -8.7621  C118 1.477, C121 1.401, C125 1.394
121 C 4.8346 0.7726 -9.9997  C120 1.401, C122 1.397, H132 1.089
122 C 4.2760 1.4136 -11.1075  C121 1.397, C123 1.395, H133 1.088
123 C 3.0600 2.0855 -10.9854  C122 1.395, C124 1.396, H134 1.088
124 C 2.4077 2.1305 -9.7524  C123 1.396, C125 1.401, H135 1.089
125 C 2.9737 1.5003 -8.6363  C120 1.394, C124 1.401, C126 1.476
126 C 2.2941 1.5840 -7.3285  C115 1.476, C125 1.476, O127 1.226
127 O 1.2277 2.1782 -7.2192  C126 1.226
128 H 4.5034 -0.7689 -3.0509  C112 1.088
129 H 2.4276 0.5719 -2.8009  C113 1.088
130 H 1.4031 1.6559 -4.7777  C114 1.089
131 H 5.5802 -0.9905 -5.2702  C117 1.089
132 H 5.7828 0.2475 -10.1043  C121 1.089
133 H 4.7892 1.3866 -12.0664  C122 1.088
134 H 2.6210 2.5788 -11.8499  C123 1.088
135 H 1.4611 2.6611 -9.6635  C124 1.089